No. 1
This record from the OMol25 dataset describes 2 unconnected molecules or ions with the total composition C4H6N2O. The level of theory is ωB97M-V/def2-TZVPD.

Last column: Mulliken charge in e.
Positions of all 13 atoms, in Å:
C  1.113  0.768  1.283  -0.46
O  1.553  -0.600  1.194  -0.27
C  0.640  -1.484  0.864  0.23
N  -0.576  -1.393  0.759  0.39
N  -1.725  -1.525  0.286  -0.80
C  -0.772  0.259  -2.084  -0.38
C  -0.075  1.093  -2.605  -0.43
H  1.995  1.351  1.548  0.23
H  0.711  1.089  0.316  0.13
H  0.349  0.856  2.063  0.28
H  -2.360  -1.764  1.055  0.23
H  -1.390  -0.473  -1.593  0.48
H  0.537  1.823  -3.086  0.36

Properties
**Relative energy (zero: lowest compared OMol25 entry of this formula, charge and spin)**: 634.4 kJ/mol
**Multiplicity**: 1
**E_HOMO**: -9.071 eV
**Total energy**: -9266.926 eV

***

No. 2
This record from the OMol25 dataset describes a single C6H4O molecule in a non-equilibrium geometry. The level of theory is ωB97M-V/def2-TZVPD.

Last column: Mulliken charge in e.
Positions of all 11 atoms, in Å:
C  -2.385  2.057  -0.172  -0.20
C  -1.499  1.131  -0.441  -0.07
C  -0.260  0.754  0.270  0.03
C  -0.088  -0.326  1.092  -0.29
C  0.952  -1.104  0.502  -0.33
C  1.365  -0.415  -0.595  -0.35
O  0.698  0.740  -0.710  -0.26
H  -1.471  0.422  -1.332  0.24
H  -0.700  -0.589  1.947  0.43
H  1.307  -2.073  0.815  0.39
H  2.082  -0.595  -1.378  0.42

Properties
**Relative energy (zero: lowest compared OMol25 entry of this formula, charge and spin)**: 384.0 kJ/mol
**Multiplicity**: 1
**E_HOMO**: -8.974 eV
**Total energy**: -8328.460 eV

***

No. 3
This record from the OMol25 dataset describes 12 unconnected molecules or ions with the total composition C48H96O36 in a non-equilibrium geometry. The level of theory is ωB97M-V/def2-TZVPD.

Last column: Mulliken charge in e.
Positions of all 180 atoms, in Å:
C  -11.116  8.588  -2.607  -1.12
C  -10.519  7.321  -1.861  -0.29
O  -9.236  7.587  -1.324  -0.24
C  -8.590  6.654  -0.659  0.70
O  -9.011  5.587  -0.273  -0.55
O  -7.318  7.174  -0.476  -0.28
C  -6.304  6.417  0.177  -0.62
H  -12.107  8.493  -3.051  0.37
H  -10.407  8.717  -3.425  0.29
H  -11.086  9.487  -1.992  0.29
H  -10.482  6.407  -2.453  0.35
H  -11.177  7.046  -1.036  0.31
H  -6.452  6.398  1.256  0.28
H  -5.401  6.928  -0.155  0.21
H  -6.164  5.410  -0.217  0.31
C  7.838  -1.980  -0.335  -1.09
C  6.787  -0.865  -0.402  -0.20
O  7.339  0.458  -0.358  -0.31
C  8.036  0.915  -1.400  0.67
O  7.979  0.525  -2.528  -0.52
O  8.896  1.943  -0.968  -0.30
C  9.593  2.664  -1.960  -0.60
H  7.385  -2.965  -0.446  0.34
H  8.157  -2.054  0.705  0.32
H  8.793  -1.883  -0.851  0.33
H  6.080  -1.002  0.417  0.31
H  6.222  -0.996  -1.324  0.28
H  8.851  2.948  -2.706  0.30
H  10.449  2.106  -2.339  0.27
H  10.057  3.574  -1.578  0.20
C  12.180  9.283  1.642  -1.10
C  11.651  7.819  1.609  -0.24
O  10.290  8.047  1.355  -0.24
C  9.303  7.129  1.651  0.71
O  9.455  6.144  2.403  -0.60
O  8.135  7.493  1.081  -0.30
C  6.917  6.910  1.484  -0.60
H  11.866  9.974  2.424  0.31
H  12.213  9.932  0.767  0.32
H  13.241  9.103  1.813  0.36
H  11.832  7.224  2.504  0.32
H  11.941  7.253  0.724  0.25
H  6.197  7.665  1.167  0.20
H  6.936  6.683  2.550  0.33
H  6.851  5.982  0.916  0.26
C  -7.364  1.289  4.049  -1.11
C  -5.989  0.653  4.054  -0.17
O  -6.188  -0.441  3.114  -0.34
C  -6.251  -1.753  3.441  0.73
O  -6.032  -2.192  4.524  -0.54
O  -6.745  -2.508  2.406  -0.34
C  -6.709  -2.169  0.971  -0.52
H  -7.988  0.520  4.504  0.30
H  -7.770  1.481  3.056  0.29
H  -7.442  2.200  4.643  0.38
H  -5.776  0.325  5.072  0.30
H  -5.223  1.339  3.691  0.27
H  -6.577  -3.037  0.326  0.25
H  -5.801  -1.568  0.917  0.26
H  -7.643  -1.697  0.665  0.24
C  -8.986  -8.924  0.053  -1.11
C  -7.585  -9.279  0.664  -0.26
O  -7.354  -10.628  0.716  -0.27
C  -6.676  -11.195  1.686  0.83
O  -6.050  -10.614  2.550  -0.60
O  -6.781  -12.472  1.577  -0.34
C  -6.199  -13.348  2.532  -0.67
H  -9.172  -7.850  0.063  0.36
H  -9.762  -9.354  0.687  0.31
H  -8.990  -9.326  -0.961  0.28
H  -7.550  -8.814  1.649  0.32
H  -6.837  -8.744  0.079  0.28
H  -6.831  -13.551  3.396  0.28
H  -5.199  -13.013  2.808  0.31
H  -6.019  -14.347  2.134  0.25
C  -0.466  -6.283  -7.098  -1.26
C  -1.623  -6.285  -6.194  -0.05
O  -1.844  -7.677  -5.945  -0.24
C  -2.856  -8.042  -5.140  0.72
O  -3.608  -7.269  -4.629  -0.56
O  -3.129  -9.330  -5.307  -0.35
C  -4.440  -9.898  -5.447  -0.63
H  -0.002  -5.302  -7.195  0.41
H  -0.723  -6.524  -8.130  0.31
H  0.375  -6.864  -6.718  0.31
H  -2.508  -5.787  -6.590  0.31
H  -1.280  -5.829  -5.265  0.20
H  -5.239  -9.435  -4.867  0.31
H  -4.317  -10.948  -5.180  0.23
H  -4.723  -9.898  -6.499  0.29
C  4.604  8.897  -3.528  -1.15
C  4.234  10.196  -4.228  -0.25
O  3.389  11.105  -3.464  -0.24
C  3.471  12.380  -3.808  0.68
O  4.118  12.901  -4.675  -0.53
O  2.456  13.070  -3.058  -0.29
C  2.178  14.339  -3.502  -0.61
H  3.742  8.320  -3.193  0.28
H  5.379  9.044  -2.776  0.29
H  5.158  8.221  -4.180  0.40
H  3.729  9.992  -5.172  0.30
H  5.150  10.704  -4.529  0.34
H  1.339  14.855  -3.036  0.24
H  2.012  14.239  -4.574  0.28
H  3.020  15.011  -3.335  0.26
C  -0.876  9.773  0.084  -1.24
C  -0.573  8.718  -0.923  -0.07
O  -1.534  8.762  -1.898  -0.25
C  -1.505  7.983  -2.927  0.72
O  -0.634  7.139  -3.174  -0.59
O  -2.503  8.388  -3.820  -0.31
C  -2.815  7.676  -4.999  -0.65
H  -0.177  9.671  0.914  0.39
H  -1.892  9.642  0.459  0.31
H  -0.563  10.775  -0.208  0.32
H  -0.721  7.773  -0.401  0.27
H  0.460  8.769  -1.267  0.25
H  -1.908  7.552  -5.590  0.29
H  -3.534  8.075  -5.715  0.27
H  -3.206  6.683  -4.779  0.29
C  -0.276  7.314  6.014  -1.14
C  0.660  6.319  5.272  -0.26
O  -0.010  5.076  5.206  -0.26
C  0.556  4.068  4.615  0.72
O  1.649  4.099  4.071  -0.57
O  -0.197  2.926  4.836  -0.28
C  0.421  1.618  4.609  -0.63
H  -0.422  6.841  6.985  0.30
H  -1.227  7.421  5.492  0.30
H  0.073  8.346  5.969  0.37
H  1.602  6.124  5.785  0.31
H  0.939  6.659  4.275  0.32
H  1.240  1.491  5.316  0.30
H  0.823  1.437  3.612  0.26
H  -0.244  0.785  4.837  0.26
C  1.069  1.509  -1.165  -1.05
C  -0.441  1.181  -1.305  -0.35
O  -0.675  0.096  -0.401  -0.24
C  -1.390  -1.043  -0.743  0.70
O  -1.965  -1.298  -1.837  -0.59
O  -1.237  -1.908  0.281  -0.27
C  -1.548  -3.308  0.161  -0.62
H  1.287  2.172  -0.327  0.27
H  1.358  1.959  -2.115  0.36
H  1.714  0.633  -1.108  0.32
H  -0.856  0.896  -2.272  0.38
H  -0.933  2.139  -1.142  0.30
H  -1.158  -3.942  0.957  0.29
H  -1.135  -3.760  -0.741  0.27
H  -2.609  -3.550  0.227  0.26
C  5.373  -9.832  -2.295  -1.11
C  4.733  -8.861  -1.329  -0.17
O  3.880  -8.090  -2.180  -0.23
C  3.262  -6.978  -1.720  0.71
O  3.015  -6.796  -0.465  -0.62
O  2.989  -6.108  -2.710  -0.28
C  2.672  -4.779  -2.388  -0.62
H  5.810  -10.753  -1.910  0.36
H  6.152  -9.465  -2.964  0.29
H  4.522  -10.103  -2.919  0.30
H  5.474  -8.220  -0.851  0.29
H  4.223  -9.373  -0.513  0.28
H  2.608  -4.577  -1.319  0.34
H  1.684  -4.526  -2.774  0.20
H  3.351  -4.065  -2.854  0.26
C  2.643  -15.000  6.673  -1.14
C  2.345  -13.738  7.384  -0.11
O  2.051  -12.767  6.415  -0.31
C  0.844  -12.563  5.877  0.69
O  -0.183  -13.165  6.118  -0.58
O  1.045  -11.493  5.117  -0.30
C  0.080  -10.640  4.476  -0.65
H  3.632  -15.267  6.300  0.30
H  1.811  -15.184  5.993  0.32
H  2.442  -15.859  7.314  0.36
H  3.271  -13.491  7.903  0.23
H  1.477  -13.922  8.017  0.32
H  -0.968  -10.609  4.776  0.34
H  -0.020  -10.953  3.436  0.26
H  0.491  -9.632  4.547  0.25

Properties
**Relative energy (zero: lowest compared OMol25 entry of this formula, charge and spin)**: 837.2 kJ/mol
**Multiplicity**: 1
**E_HOMO**: -10.522 eV
**Total energy**: -125036.281 eV

***

> relative energy (zero: lowest compared OMol25 entry of this formula, charge and spin) of number 2 (C6H4O)?

384.0 kJ/mol